[1]
{"formula": "C20H27NO", "method": "ωB97M-V/def2-TZVPD", "symbols": ["C", "C", "C", "C", "C", "C", "C", "C", "C", "O", "C", "C", "C", "C", "C", "N", "C", "C", "C", "C", "C", "C", "H", "H", "H", "H", "H", "H", "H", "H", "H", "H", "H", "H", "H", "H", "H", "H", "H", "H", "H", "H", "H", "H", "H", "H", "H", "H", "H"], "positions_angstrom": [[-0.14, -3.07, -2.17], [-1.20, -2.71, -1.85], [-2.42, -2.13, -1.30], [-3.44, -2.89, -0.70], [-4.51, -2.24, -0.20], [-4.64, -0.81, -0.31], [-3.55, -0.09, -0.74], [-2.51, -0.77, -1.29], [1.15, -3.80, -2.36], [2.07, -3.11, -1.43], [3.11, -2.20, -1.82], [2.63, -0.71, -2.03], [2.21, 0.08, -0.77], [1.37, 1.29, -1.23], [0.66, 2.05, -0.07], [-0.02, 1.17, 0.99], [-0.71, 1.97, 2.09], [0.33, 2.71, 2.98], [0.86, 4.14, 2.64], [-0.09, 3.94, 3.81], [0.65, -0.09, 1.37], [1.25, -0.80, 0.13], [-3.37, -3.95, -0.51], [-5.33, -2.87, 0.32], [-5.44, -0.11, 0.09], [-3.65, 0.99, -0.73], [-1.61, -0.29, -1.62], [1.60, -3.84, -3.37], [0.95, -4.78, -2.00], [4.00, -2.18, -1.06], [3.41, -2.62, -2.80], [3.41, -0.04, -2.51], [1.83, -0.81, -2.72], [3.07, 0.55, -0.38], [2.03, 1.85, -1.84], [0.69, 0.84, -1.88], [1.45, 2.70, 0.55], [0.06, 2.80, -0.49], [-1.19, 1.37, 2.75], [-1.44, 2.69, 1.76], [1.08, 1.99, 3.39], [0.46, 4.76, 1.94], [1.97, 4.23, 2.81], [0.44, 4.00, 4.78], [-1.23, 4.15, 3.75], [1.51, 0.09, 2.06], [-0.13, -0.69, 1.91], [0.48, -1.30, -0.51], [1.88, -1.51, 0.57]], "e_above_lowest_ev": 6.8784, "homo_lumo_gap_ev": 8.6, "smiles": "C(#Cc1ccccc1)COCCC1CCN(CC2CC2)CC1", "spin_multiplicity": 1, "e_tot_ev": -24709.42400, "lumo_ev": 0.9, "homo_ev": -7.686, "total_charge": 0}

[2]
{"formula": "C20H27NO3", "method": "ωB97M-V/def2-TZVPD", "symbols": ["C", "O", "C", "C", "C", "C", "C", "C", "C", "C", "N", "C", "C", "C", "C", "O", "C", "C", "C", "O", "C", "C", "C", "C", "H", "H", "H", "H", "H", "H", "H", "H", "H", "H", "H", "H", "H", "H", "H", "H", "H", "H", "H", "H", "H", "H", "H", "H", "H", "H", "H"], "positions_angstrom": [[2.65, -0.98, -4.65], [3.01, -0.63, -3.34], [2.33, -1.22, -2.30], [1.29, -2.14, -2.45], [0.66, -2.64, -1.32], [1.04, -2.27, -0.05], [0.25, -2.70, 1.16], [-0.71, -1.55, 1.47], [-1.72, -1.80, 2.60], [-2.83, -2.76, 2.16], [-2.31, -0.58, 3.13], [-2.97, 0.34, 2.21], [-2.02, 1.12, 1.32], [-1.08, 1.96, 1.91], [-0.11, 2.57, 1.13], [0.86, 3.41, 1.61], [0.89, 3.69, 2.98], [-0.06, 2.34, -0.24], [-1.02, 1.53, -0.84], [-1.07, 1.24, -2.17], [-0.03, 1.72, -2.99], [-2.01, 0.94, -0.05], [2.10, -1.37, 0.09], [2.73, -0.85, -1.02], [3.31, -0.40, -5.30], [2.81, -2.05, -4.84], [1.61, -0.72, -4.87], [0.96, -2.45, -3.42], [-0.16, -3.34, -1.45], [-0.30, -3.61, 0.94], [0.91, -2.89, 2.01], [-1.26, -1.32, 0.55], [-0.11, -0.67, 1.72], [-1.20, -2.26, 3.45], [-2.43, -3.76, 2.02], [-3.60, -2.80, 2.92], [-3.28, -2.43, 1.22], [-1.60, -0.07, 3.65], [-3.54, 1.04, 2.82], [-3.67, -0.23, 1.60], [-1.11, 2.11, 2.98], [1.06, 2.79, 3.58], [-0.03, 4.17, 3.31], [1.73, 4.37, 3.13], [0.73, 2.81, -0.80], [-0.25, 1.34, -3.99], [0.00, 2.81, -3.01], [0.94, 1.33, -2.67], [-2.74, 0.32, -0.54], [2.42, -1.06, 1.07], [3.54, -0.15, -0.92]], "e_above_lowest_ev": 0.9772, "homo_lumo_gap_ev": 8.9, "smiles": "COc1ccc(CC[C@H](C)NCc2cc(OC)cc(OC)c2)cc1", "spin_multiplicity": 1, "e_tot_ev": -28809.78226, "lumo_ev": 0.8, "homo_ev": -8.112, "total_charge": 0}

[3]
{"formula": "C20H27NORe", "method": "ωB97M-V/def2-TZVPD", "symbols": ["C", "C", "C", "C", "C", "Re", "C", "C", "C", "N", "H", "H", "H", "H", "H", "H", "H", "H", "H", "H", "C", "C", "C", "C", "C", "C", "C", "C", "C", "C", "C", "C", "O", "H", "H", "H", "H", "H", "H", "H", "H", "H", "H", "H", "H", "H", "H", "H", "H", "H"], "positions_angstrom": [[-1.83, 3.38, 0.89], [-1.00, 3.80, -0.21], [0.34, 3.36, 0.05], [0.36, 2.72, 1.33], [-0.97, 2.73, 1.86], [-1.06, 1.56, -0.05], [-1.16, 1.70, -2.25], [-2.43, 1.87, -1.66], [-3.71, 2.17, -1.91], [-2.19, 0.53, 0.77], [1.21, 3.53, -0.58], [-1.33, 4.38, -1.06], [1.25, 2.38, 1.87], [-1.27, 2.37, 2.84], [-2.88, 3.58, 1.02], [-0.60, 2.57, -2.60], [-2.70, -0.13, 1.36], [-0.96, 0.80, -2.84], [-4.09, 2.38, -2.92], [-4.44, 2.25, -1.10], [-0.88, -1.77, -2.97], [-1.09, -1.60, -1.47], [-2.29, -2.43, -1.00], [0.16, -1.94, -0.69], [0.74, -3.20, -0.80], [1.88, -3.54, -0.08], [2.45, -2.61, 0.79], [1.90, -1.34, 0.94], [2.52, -0.35, 1.92], [2.36, -0.81, 3.37], [4.00, -0.11, 1.62], [0.80, -0.98, 0.13], [0.48, 0.32, 0.06], [-0.68, -2.82, -3.23], [-0.03, -1.17, -3.31], [-1.77, -1.45, -3.53], [-1.33, -0.54, -1.28], [-2.12, -3.50, -1.17], [-2.46, -2.28, 0.07], [-3.20, -2.13, -1.54], [0.28, -3.93, -1.48], [2.33, -4.53, -0.18], [3.34, -2.86, 1.37], [1.97, 0.59, 1.79], [2.86, -1.77, 3.52], [2.80, -0.08, 4.06], [1.30, -0.93, 3.62], [4.13, 0.28, 0.61], [4.42, 0.62, 2.33], [4.56, -1.04, 1.71]], "homo_lumo_gap_ev": [7.1, 6.0], "spin_multiplicity": 4, "e_tot_ev": -26840.53501, "lumo_ev": [0.7, -1.7], "homo_ev": [-6.409, -7.699], "total_charge": 0}

[4]
{"formula": "C20H28BrClLaN2O2", "method": "ωB97M-V/def2-TZVPD", "symbols": ["La", "Cl", "N", "N", "C", "C", "C", "C", "C", "C", "H", "H", "H", "H", "H", "H", "C", "C", "C", "C", "H", "H", "H", "H", "H", "H", "O", "H", "H", "O", "H", "H", "C", "C", "C", "H", "H", "C", "C", "H", "C", "C", "C", "C", "H", "C", "H", "H", "H", "H", "H", "H", "H", "H", "Br"], "positions_angstrom": [[0.00, 0.00, 0.00], [2.18, 0.48, 0.93], [-0.70, -0.37, 1.90], [0.62, 0.77, -1.81], [-1.56, -1.27, 2.18], [0.23, 0.32, -2.94], [-0.53, 0.48, 3.14], [-1.85, 0.16, 3.85], [-0.38, 1.96, 2.87], [0.64, -0.08, 3.94], [-1.18, 2.33, 2.25], [0.57, 2.15, 2.38], [-0.38, 2.49, 3.82], [0.48, -1.13, 4.19], [0.75, 0.49, 4.86], [1.56, 0.00, 3.37], [1.35, 2.07, -2.07], [0.77, 2.41, -3.44], [2.83, 1.76, -2.18], [1.07, 3.15, -1.05], [0.00, 3.30, -0.92], [1.52, 4.08, -1.40], [1.50, 2.90, -0.09], [3.02, 1.04, -2.97], [3.21, 1.36, -1.25], [3.38, 2.68, -2.42], [0.39, 1.12, -4.00], [1.49, 2.88, -4.11], [-0.14, 3.02, -3.37], [-2.21, -1.16, 3.35], [-2.65, 0.84, 3.56], [-1.76, 0.10, 4.93], [-1.86, -2.45, 1.35], [-0.31, -1.03, -3.19], [-1.42, -1.47, -2.28], [0.52, -1.73, -3.08], [-0.61, -1.07, -4.23], [-1.31, -1.39, -0.89], [-2.17, -2.16, -0.10], [0.72, -1.37, -0.17], [-3.28, -2.80, -0.67], [-3.46, -2.71, -2.04], [-4.27, -3.57, 0.15], [-2.53, -2.10, -2.87], [-4.34, -3.17, -2.48], [-2.75, -2.15, -4.35], [-3.71, -2.59, -4.58], [-1.99, -2.76, -4.85], [-2.72, -1.16, -4.81], [-3.84, -4.48, 0.57], [-5.11, -3.88, -0.48], [-4.68, -2.99, 0.97], [-2.66, -3.01, 1.82], [-0.97, -3.09, 1.38], [-2.25, 1.91, -0.23]], "e_above_lowest_ev": 7.9596, "homo_lumo_gap_ev": 5.7, "spin_multiplicity": 1, "e_tot_ev": -111689.55730, "lumo_ev": 2.8, "homo_ev": -2.892, "total_charge": -1}

[5]
{"formula": "C20H28ClF5LaN2O3Te", "method": "ωB97M-V/def2-TZVPD", "symbols": ["La", "Cl", "N", "N", "C", "C", "C", "C", "C", "C", "H", "H", "H", "H", "H", "H", "C", "C", "C", "C", "H", "H", "H", "H", "H", "H", "O", "H", "H", "O", "H", "H", "C", "C", "C", "H", "H", "C", "C", "H", "C", "C", "C", "C", "H", "C", "H", "H", "H", "H", "H", "H", "H", "H", "F", "Te", "F", "F", "F", "F", "O"], "positions_angstrom": [[-1.35, 0.06, 0.97], [1.23, -0.13, -0.11], [-0.32, 2.55, 0.36], [-0.55, -2.53, 0.69], [-1.00, 3.14, -0.60], [-0.91, -3.08, -0.44], [0.86, 3.42, 0.61], [0.34, 4.77, 0.14], [2.03, 3.01, -0.27], [1.29, 3.42, 2.06], [1.76, 3.08, -1.33], [2.30, 1.97, -0.07], [2.87, 3.68, -0.07], [0.50, 3.83, 2.69], [2.17, 4.05, 2.17], [1.54, 2.41, 2.40], [0.43, -3.44, 1.36], [0.29, -4.72, 0.53], [0.04, -3.63, 2.81], [1.86, -2.95, 1.28], [2.16, -2.82, 0.24], [2.51, -3.70, 1.75], [1.99, -1.99, 1.78], [-0.96, -4.06, 2.88], [0.05, -2.68, 3.35], [0.75, -4.30, 3.30], [-0.44, -4.31, -0.68], [-0.32, -5.48, 1.03], [1.23, -5.17, 0.19], [-0.71, 4.42, -0.84], [1.05, 5.41, -0.39], [-0.15, 5.33, 0.95], [-2.01, 2.47, -1.48], [-1.81, -2.48, -1.47], [-1.27, -1.20, -2.08], [-2.76, -2.25, -0.94], [-2.00, -3.25, -2.23], [-1.51, 0.01, -1.49], [-1.40, 1.23, -2.10], [-1.89, 0.03, 3.51], [-0.62, 1.27, -3.29], [-0.17, 0.06, -3.83], [-0.30, 2.58, -3.93], [-0.48, -1.18, -3.25], [0.41, 0.08, -4.76], [-0.05, -2.47, -3.87], [0.61, -2.28, -4.73], [-0.92, -3.04, -4.23], [0.49, -3.10, -3.16], [-1.22, 3.16, -4.10], [0.18, 2.42, -4.90], [0.37, 3.20, -3.32], [-2.35, 3.18, -2.23], [-2.86, 2.19, -0.83], [0.69, -1.39, 4.81], [0.37, 0.49, 4.78], [-1.01, 0.02, 6.10], [-3.44, 0.08, 1.61], [1.79, 0.48, 6.12], [1.61, 0.36, 3.23], [-0.97, -0.20, 3.29]], "homo_lumo_gap_ev": 6.9, "spin_multiplicity": 1, "e_tot_ev": -64587.99440, "lumo_ev": 2.4, "homo_ev": -4.446, "total_charge": -1}